Entry 1:
{"formula": "C23H72N2O13", "method": "wB97M-V/def2-TZVPD", "species": ["C", "O", "H", "H", "H", "H", "C", "O", "H", "H", "H", "H", "C", "O", "H", "H", "H", "H", "C", "O", "H", "H", "H", "H", "C", "O", "H", "H", "H", "H", "C", "O", "H", "H", "H", "H", "C", "O", "H", "H", "H", "H", "C", "O", "N", "N", "H", "H", "H", "H", "C", "C", "C", "O", "H", "H", "H", "H", "H", "H", "H", "H", "C", "C", "C", "O", "H", "H", "H", "H", "H", "H", "H", "H", "C", "C", "C", "O", "H", "H", "H", "H", "H", "H", "H", "H", "C", "C", "C", "O", "H", "H", "H", "H", "H", "H", "H", "H", "C", "C", "C", "O", "H", "H", "H", "H", "H", "H", "H", "H"], "coordinates": [[-4.37, -3.41, 0.48], [-3.77, -2.47, 1.27], [-4.64, -3.18, -0.47], [-5.27, -3.85, 0.96], [-3.62, -4.24, 0.37], [-4.42, -2.16, 1.91], [3.96, -3.79, -0.63], [2.94, -2.84, -0.76], [3.65, -4.75, -1.13], [4.23, -3.95, 0.44], [4.83, -3.28, -1.12], [3.20, -1.99, -0.35], [0.50, -5.34, -1.95], [0.58, -3.89, -2.19], [-0.52, -5.73, -2.12], [0.95, -5.61, -1.01], [1.12, -5.81, -2.69], [1.51, -3.71, -1.81], [-2.10, -0.63, 4.09], [-2.28, 0.36, 3.09], [-1.10, -0.93, 4.17], [-2.63, -1.47, 3.82], [-2.30, -0.27, 5.13], [-1.89, -0.02, 2.30], [-2.28, 2.30, 0.81], [-1.92, 2.92, -0.43], [-1.47, 1.96, 1.40], [-3.03, 1.57, 0.63], [-2.74, 3.14, 1.40], [-1.77, 3.85, -0.26], [1.44, 3.27, 0.48], [1.39, 4.13, 1.60], [2.28, 3.43, -0.12], [0.59, 3.50, -0.12], [1.51, 2.28, 0.86], [0.86, 3.66, 2.27], [-2.49, -2.68, -2.71], [-2.29, -3.93, -2.03], [-1.59, -2.22, -3.14], [-3.03, -2.02, -2.00], [-3.23, -2.80, -3.52], [-1.49, -3.86, -1.54], [-4.93, 1.16, -2.01], [-6.14, 1.12, -2.65], [-4.30, 2.30, -1.71], [-4.23, 0.10, -1.59], [-4.79, 3.17, -1.89], [-3.47, 2.32, -1.11], [-4.60, -0.86, -1.92], [-3.25, 0.10, -1.25], [3.67, 1.05, 2.56], [4.07, -0.35, 2.01], [3.32, -1.46, 2.74], [4.06, -0.51, 0.77], [2.67, 0.83, 2.91], [3.68, 1.86, 1.81], [4.28, 1.37, 3.42], [5.15, -0.53, 2.23], [3.76, -2.52, 2.54], [2.36, -1.59, 2.40], [3.34, -1.36, 3.83], [4.92, -0.12, 0.45], [3.02, 1.45, -2.56], [3.46, 0.04, -2.91], [2.23, -0.88, -2.90], [4.02, -0.07, -4.09], [3.94, 2.02, -2.62], [2.69, 1.52, -1.59], [2.21, 1.77, -3.26], [4.09, -0.26, -2.05], [1.52, -0.68, -3.58], [1.74, -0.80, -1.97], [2.57, -1.88, -3.01], [3.33, 0.14, -4.78], [-0.82, 0.86, -2.60], [-1.41, 1.93, -3.54], [-0.72, 1.99, -4.83], [-2.68, 1.76, -3.74], [0.15, 1.24, -2.23], [-0.76, -0.04, -3.19], [-1.57, 0.75, -1.80], [-1.15, 2.82, -2.98], [0.21, 2.52, -4.65], [-1.19, 2.65, -5.62], [-0.52, 1.09, -5.32], [-3.08, 1.98, -2.87], [0.59, -0.08, 0.51], [-0.48, -1.07, 0.13], [-0.19, -2.39, 0.91], [-1.69, -0.80, 0.34], [0.66, 0.00, 1.57], [0.18, 0.91, 0.14], [1.56, -0.29, 0.04], [-0.33, -1.19, -0.88], [0.89, -2.57, 0.97], [-0.53, -3.29, 0.45], [-0.60, -2.39, 1.90], [-2.11, -1.59, 0.49], [0.51, 2.10, 4.34], [-0.27, 3.35, 4.39], [0.55, 4.59, 4.85], [-0.77, 3.63, 3.28], [0.47, 1.59, 5.23], [1.55, 2.33, 4.13], [0.14, 1.44, 3.55], [-1.17, 3.22, 5.04], [1.11, 4.45, 5.84], [-0.07, 5.41, 4.90], [1.37, 4.91, 4.19], [-1.57, 4.16, 3.40]], "e_tot_ha": -2006.7778, "lumo_energy_ha": 0.0056}

---

Entry 2:
{"formula": "C25H27AsClHfN4O5SSe", "method": "wB97M-V/def2-TZVPD", "species": ["Hf", "Se", "N", "C", "C", "C", "C", "C", "N", "C", "C", "N", "C", "C", "C", "C", "C", "N", "H", "H", "H", "H", "H", "H", "O", "Cl", "O", "O", "O", "C", "As", "C", "C", "C", "C", "C", "C", "C", "C", "H", "H", "H", "H", "H", "H", "H", "H", "H", "H", "H", "H", "H", "O", "S", "C", "C", "C", "C", "H", "H", "H", "H", "H", "H", "H", "H"], "coordinates": [[0.01, -0.35, -0.03], [7.13, 0.73, 2.92], [5.50, 1.17, 3.49], [4.67, 0.82, 2.55], [3.23, 1.07, 2.62], [2.63, 1.71, 3.71], [1.27, 1.92, 3.70], [0.53, 1.51, 2.60], [1.09, 0.90, 1.54], [2.43, 0.67, 1.56], [3.00, -0.04, 0.41], [2.14, -0.45, -0.56], [2.63, -1.09, -1.64], [3.98, -1.34, -1.80], [4.86, -0.93, -0.81], [4.37, -0.27, 0.32], [5.23, 0.17, 1.41], [6.52, -0.01, 1.41], [3.25, 2.02, 4.54], [0.77, 2.41, 4.52], [-0.54, 1.66, 2.57], [1.91, -1.40, -2.39], [4.33, -1.84, -2.69], [5.92, -1.12, -0.89], [0.20, -1.63, 1.89], [-0.77, -2.50, 1.16], [-1.31, -3.56, 1.87], [-0.05, -2.79, -0.09], [-1.77, -1.45, 0.70], [-0.81, 3.53, -0.17], [-1.68, 1.80, -0.21], [-2.72, 1.88, -1.83], [-2.98, 1.92, 1.28], [-4.23, 2.59, 0.81], [-4.36, 3.98, 0.89], [-5.51, 4.60, 0.42], [-6.54, 3.84, -0.13], [-6.42, 2.45, -0.19], [-5.27, 1.83, 0.27], [-1.60, 4.26, -0.02], [-0.32, 3.72, -1.13], [-0.08, 3.59, 0.63], [-3.34, 2.77, -1.74], [-3.37, 1.02, -1.92], [-2.04, 1.98, -2.67], [-2.46, 2.51, 2.04], [-3.16, 0.92, 1.68], [-3.59, 4.58, 1.35], [-5.62, 5.67, 0.49], [-7.44, 4.32, -0.49], [-7.23, 1.86, -0.59], [-5.19, 0.75, 0.25], [-0.54, -0.72, -1.97], [-1.89, -1.34, -2.60], [-1.47, -3.02, -3.13], [-0.98, -2.91, -4.57], [-1.87, -1.87, -5.23], [-1.89, -0.67, -4.29], [-2.43, -3.55, -3.05], [-0.79, -3.44, -2.40], [-1.04, -3.89, -5.05], [0.07, -2.60, -4.59], [-2.88, -2.26, -5.37], [-1.50, -1.56, -6.21], [-2.75, -0.01, -4.39], [-0.97, -0.08, -4.33]], "de_lowest_ev": 0.000, "e_tot_ha": -7106.6078, "lumo_energy_ha": -0.3680, "total_charge": 3}

---

Entry 3:
{"formula": "C4H5O2Pr", "method": "wB97M-V/def2-TZVPD", "species": ["O", "C", "Pr", "H", "O", "C", "C", "C", "H", "H", "H", "H"], "coordinates": [[-1.11, -0.15, -0.65], [-0.05, 0.42, -0.63], [-2.85, -2.28, -0.08], [1.41, 0.74, 0.08], [2.38, 4.38, -1.87], [1.83, 3.73, -0.74], [0.91, 2.65, -1.21], [0.64, 1.55, -0.42], [3.21, 4.80, -1.63], [1.25, 4.46, -0.14], [2.61, 3.31, -0.09], [0.29, 2.84, -2.09]], "de_lowest_ev": 1.928, "multiplicity": 4, "e_tot_ha": -821.5707, "lumo_energy_ha": [-0.5093, -0.5090], "total_charge": 3}

---

Entry 4:
{"formula": "C5H8N2S", "method": "wB97M-V/def2-TZVPD", "species": ["N", "C", "C", "C", "C", "S", "N", "C", "H", "H", "H", "H", "H", "H", "H", "H"], "coordinates": [[1.34, -0.21, -2.14], [0.52, -0.39, -0.95], [0.79, 0.56, 0.21], [0.26, 0.03, 1.63], [-1.24, -0.22, 1.43], [-2.29, -1.07, 2.43], [-1.67, 0.32, 0.29], [-0.50, 0.70, -0.57], [2.26, -0.48, -1.96], [0.82, -0.58, -2.91], [0.15, -1.37, -0.58], [1.49, 1.35, -0.01], [0.78, -0.82, 2.10], [0.52, 0.85, 2.40], [-2.50, -0.17, -0.10], [-0.73, 1.51, -1.27]], "de_lowest_ev": 1.615, "e_tot_ha": -702.9707, "smiles": "N[C@H]1[C@@H]2CC(=S)N[C@H]12", "lumo_energy_ha": 0.0226}

---

Entry 5:
{"formula": "C6H7NO2", "method": "wB97M-V/def2-TZVPD", "species": ["C", "C", "O", "N", "C", "C", "C", "C", "O", "H", "H", "H", "H", "H", "H", "H"], "coordinates": [[1.97, 0.89, 0.46], [2.01, -0.46, -0.09], [3.01, -0.99, -0.67], [0.83, -1.22, -0.11], [-0.49, -0.62, -0.18], [-0.91, 0.68, -0.48], [-2.36, 0.60, -0.35], [-2.62, -0.78, -0.02], [-1.48, -1.48, 0.15], [1.21, 0.97, 1.15], [3.04, 1.02, 0.92], [1.94, 1.65, -0.40], [0.86, -1.97, 0.69], [-0.42, 1.46, -0.73], [-2.97, 1.39, -0.56], [-3.62, -1.14, 0.21]], "de_lowest_ev": 2.285, "e_tot_ha": -437.9838, "smiles": "CC(=O)Nc1ccco1", "lumo_energy_ha": 0.0258}

---

Entry 6:
{"formula": "C4H15NO2", "method": "wB97M-V/def2-TZVPD", "species": ["C", "C", "C", "C", "N", "H", "H", "H", "H", "H", "H", "H", "H", "H", "H", "H", "O", "H", "H", "O", "H", "H"], "coordinates": [[-1.16, -0.87, 0.30], [-0.64, -1.91, 1.29], [-1.65, -3.03, 1.49], [0.66, -2.51, 0.77], [1.84, -1.68, 0.89], [-1.03, -1.16, -0.76], [-0.64, 0.06, 0.39], [-2.26, -0.86, 0.35], [-0.39, -1.42, 2.23], [-1.24, -3.89, 2.03], [-2.55, -2.64, 1.97], [-2.02, -3.37, 0.51], [0.48, -2.77, -0.29], [0.97, -3.49, 1.15], [2.16, -1.60, 1.84], [1.86, -0.87, 0.30], [-0.35, 5.55, -2.09], [-0.33, 6.50, -2.26], [-0.08, 5.52, -1.16], [2.48, 4.70, -3.08], [2.18, 5.58, -2.77], [1.69, 4.16, -3.09]], "de_lowest_ev": 1.102, "e_tot_ha": -366.6107, "smiles": "CC(C)CN.O.O", "lumo_energy_ha": 0.0185}